A molecular structure, C17H23CoF9NOP, computed with the ωB97M-V functional and the def2-TZVPD basis.

Computed properties:
Multiplicity: 4
LUMO level (alpha / beta), eV: -0.58 / -0.73
Highest occupied orbital energy (alpha / beta), Ha: -0.273 / -0.273
DFT total energy, a.u.: -3414.3012
HOMO-LUMO gap (alpha / beta), eV: 6.86 / 6.71

CARTESIAN COORDINATES (ANGSTROEM)
C: -2.9742 3.5784 -1.7071
C: -3.1143 2.9101 -0.5072
C: -2.2476 1.8645 -0.1081
C: -1.1635 1.5716 -0.9566
C: -1.1170 2.1399 -2.2378
C: -1.9802 3.1857 -2.5838
C: -2.4901 1.4034 1.2996
C: -2.6547 -0.0700 1.8496
N: -2.8080 -1.2716 1.0680
Co: 0.9180 1.3306 -0.8165
C: -0.0106 1.7171 -3.1795
P: 0.5891 0.0286 -2.4750
H: -3.9264 3.2242 0.1493
H: -1.8110 3.6886 -3.5371
H: -3.6382 4.4000 -1.9823
H: 0.8569 2.4072 -3.1715
H: -0.3334 1.5362 -4.2111
H: -1.7242 1.8667 1.9469
H: -3.4230 1.8762 1.6387
H: -1.8153 -0.2618 2.5390
C: 2.3043 -0.2723 -2.8470
C: -0.3685 -1.0826 -3.5380
H: -3.5693 -0.0160 2.4718
C: -3.4275 -1.2355 -0.2269
C: -1.8168 -2.3220 1.2926
H: 1.2246 0.1175 0.1967
H: -4.3806 -1.7837 -0.2538
H: -3.6208 -0.2121 -0.5354
H: -2.7609 -1.7053 -0.9571
H: -2.2155 -3.1870 1.8555
H: -1.4413 -2.6995 0.3349
H: -0.9625 -1.9217 1.8586
H: -0.1062 -0.9610 -4.6004
H: -0.1601 -2.1143 -3.2377
H: -1.4406 -0.8963 -3.4171
H: 2.6371 0.3020 -3.7187
H: 2.9072 -0.0203 -1.9603
H: 2.4319 -1.3421 -3.0365
H: 1.5799 -0.6112 1.0925
F: 2.4467 -2.8984 3.9230
C: 3.4610 -2.4839 3.1308
F: 4.5849 -2.3754 3.8996
F: 3.6819 -3.4729 2.2306
C: 3.0762 -1.1466 2.3896
O: 1.8690 -1.4093 1.7234
C: 2.8422 0.0318 3.3998
F: 3.9595 0.4610 4.0338
F: 2.3289 1.1132 2.7444
F: 1.9355 -0.3201 4.3405
C: 4.2185 -0.7559 1.3631
F: 5.4298 -0.4895 1.9060
F: 4.3811 -1.7645 0.4647
F: 3.8384 0.3484 0.6596